# C5H10N2

One molecule with the formula C5H10N2 at a distorted geometry (ωB97M-V with the def2-TZVPD basis set, OMol25).

SMILES: [H]/N=C/N1CC[C@H]1C
calculated total energy: -8324.888 eV
2S+1: 1
orbital gap: 9.3 eV
ΔE to the lowest compared entry with this formula, charge and spin: 2.445 eV

Cartesian coordinates (Å):
H: -3.37 -0.20 -0.14
N: -2.45 0.11 0.26
C: -1.65 -0.87 0.09
N: -0.31 -0.73 0.12
C: 1.02 -1.32 -0.25
C: 1.86 -0.12 0.24
C: 0.39 0.55 0.64
C: 0.00 1.61 -0.30
H: -2.02 -1.85 -0.41
H: 1.21 -2.08 0.47
H: 1.04 -1.73 -1.23
H: 2.28 0.58 -0.47
H: 2.28 -0.28 1.20
H: 0.06 0.71 1.71
H: -1.01 2.03 -0.16
H: 0.65 2.46 -0.48
H: 0.00 1.14 -1.31



# C4H8N2O

One molecule with the formula C4H8N2O (ωB97M-V with the def2-TZVPD basis set, OMol25).

calculated total energy: -9302.036 eV
2S+1: 1
orbital gap (spin up / spin down): 8.2 / 8.2 eV
ΔE to the lowest compared entry with this formula, charge and spin: 4.357 eV

Cartesian coordinates (Å):
C: -1.96 0.33 -0.44
C: -0.92 -0.59 -0.99
O: 0.08 -0.16 -1.66
C: 0.90 0.48 -0.25
N: 0.83 1.71 0.00
C: 1.04 -0.70 0.46
N: 1.63 -0.69 1.71
H: -1.48 1.22 0.00
H: -2.59 -0.18 0.29
H: -2.60 0.68 -1.26
H: -1.13 -1.66 -1.03
H: 1.05 2.30 -0.80
H: 0.96 -1.66 -0.02
H: 2.39 -1.33 1.87
H: 1.79 0.23 2.11



# C29H44BrN3P2STi

C29H44BrN3P2STi as an isolated structure at a distorted geometry (ωB97M-V with the def2-TZVPD basis set, OMol25).

expectation value of S²: 2.01
calculated total energy: -157807.559 eV
2S+1: 3
orbital gap (spin up / spin down): 6.2 / 3.1 eV
net charge: +2
ΔE to the lowest compared entry with this formula, charge and spin: 4.046 eV

Cartesian coordinates (Å):
C: 0.24 4.43 -2.69
C: 0.16 3.16 -3.27
C: -0.20 3.09 -4.62
C: -0.54 4.28 -5.30
N: -0.46 5.47 -4.70
C: -0.11 5.57 -3.42
C: 0.27 1.99 -2.33
C: -0.20 1.95 -1.03
C: -1.26 2.47 -0.20
C: -0.98 2.69 1.15
C: -2.00 2.47 2.06
C: -3.14 1.78 1.66
C: -3.49 1.77 0.30
C: -2.58 2.25 -0.64
Ti: 0.31 0.20 -1.61
P: 2.03 -0.63 -0.05
H: -0.41 2.13 -5.08
H: 0.41 4.51 -1.62
H: -0.93 4.25 -6.32
H: -0.14 6.55 -2.92
H: -2.83 2.16 -1.70
H: 0.05 2.90 1.43
H: -4.47 1.36 0.06
H: -1.87 2.77 3.10
C: 1.90 -2.03 1.13
C: 2.63 -3.30 0.71
H: 0.84 -2.21 1.33
H: 2.30 -1.63 2.08
H: 2.47 -4.05 1.49
H: 2.26 -3.70 -0.24
H: 3.72 -3.15 0.61
C: 2.81 -1.20 -1.62
C: 2.92 0.01 -2.56
H: 2.27 -2.03 -2.11
H: 3.78 -1.61 -1.30
H: 3.18 -0.36 -3.57
H: 2.00 0.66 -2.69
H: 3.75 0.65 -2.21
C: 3.35 0.35 0.72
C: 4.64 -0.47 0.92
H: 2.95 0.68 1.69
H: 3.52 1.24 0.11
H: 5.42 0.20 1.29
H: 4.50 -1.28 1.65
H: 5.01 -0.93 -0.01
Br: -4.41 1.28 2.91
P: -1.69 -2.23 -1.59
C: -0.08 -3.02 -1.44
C: -0.20 -4.56 -1.52
H: 0.32 -2.71 -0.47
H: 0.56 -2.65 -2.27
H: 0.80 -5.03 -1.52
H: -0.77 -4.97 -0.68
H: -0.70 -4.84 -2.45
C: -2.45 -2.28 0.07
C: -3.81 -3.01 0.13
H: -2.52 -1.21 0.38
H: -1.71 -2.80 0.72
H: -4.17 -3.06 1.16
H: -4.58 -2.50 -0.47
H: -3.72 -4.04 -0.24
C: -1.98 -0.73 -2.50
C: -2.86 -1.07 -3.73
H: -1.02 -0.30 -2.93
H: -2.47 -0.05 -1.78
H: -3.17 -0.14 -4.21
H: -2.25 -1.58 -4.46
H: -3.72 -1.71 -3.51
C: 1.90 -0.08 5.36
N: 0.57 0.48 5.48
C: -0.04 0.90 6.65
C: -1.29 1.32 6.29
N: -1.40 1.15 4.92
C: -0.25 0.60 4.39
S: 0.19 0.22 2.83
H: 1.85 -1.14 5.07
H: 2.46 0.43 4.57
H: 2.43 0.01 6.31
H: 0.45 0.84 7.60
H: -2.10 1.74 6.87
H: -2.25 1.31 4.39



# C2H2N2OS2

One molecule with the formula C2H2N2OS2 at a distorted geometry (ωB97M-V with the def2-TZVPD basis set, OMol25).

SMILES: S=c1ncn(S)o1
calculated total energy: -28802.096 eV
2S+1: 1
orbital gap: 8.5 eV
ΔE to the lowest compared entry with this formula, charge and spin: 1.527 eV

Cartesian coordinates (Å):
S: -0.62 1.99 2.35
C: -0.48 0.85 1.20
N: -0.83 -0.48 1.21
C: -0.52 -0.95 0.05
N: -0.03 -0.01 -0.79
S: 0.95 -0.15 -2.16
O: 0.05 1.17 -0.04
H: -0.63 -1.99 -0.31
H: 2.10 -0.43 -1.52



# C18H24N2O4S

One molecule with the formula C18H24N2O4S at a distorted geometry (ωB97M-V with the def2-TZVPD basis set, OMol25).

SMILES: CCOC(=O)c1c(S(=O)(=O)NCCc2ccccc2)c(C)n(C)c1C
calculated total energy: -41047.721 eV
2S+1: 1
orbital gap: 8.4 eV
ΔE to the lowest compared entry with this formula, charge and spin: 15.069 eV

Cartesian coordinates (Å):
C: 0.36 5.78 -1.80
C: 1.05 4.69 -1.27
O: 0.11 3.53 -0.88
C: 0.57 2.27 -0.70
O: 1.78 1.87 -1.02
C: -0.69 1.39 -0.23
C: -0.96 0.05 -0.65
S: -0.06 -0.53 -2.42
O: -0.12 0.67 -3.10
O: -0.81 -1.75 -2.63
N: 1.64 -0.84 -1.81
C: 1.81 -1.83 -0.84
C: 1.99 -1.20 0.66
C: 1.44 -2.29 1.58
C: 2.32 -3.40 2.02
C: 1.82 -4.26 2.88
C: 0.81 -4.07 3.65
C: -0.34 -2.96 3.31
C: 0.33 -1.93 2.33
C: -1.94 -0.40 0.20
C: -2.43 -1.80 -0.16
N: -2.18 0.49 0.93
C: -3.23 0.25 2.02
C: -1.55 1.55 0.86
C: -1.56 2.69 1.81
H: -0.25 6.24 -1.19
H: 1.10 6.52 -2.37
H: -0.46 5.35 -2.63
H: 1.60 4.21 -1.94
H: 1.69 4.94 -0.43
H: 2.17 0.05 -1.86
H: 0.69 -2.34 -0.89
H: 2.63 -2.50 -1.24
H: 1.25 -0.40 0.58
H: 2.96 -0.92 0.70
H: 3.03 -3.52 1.30
H: 2.50 -5.16 2.91
H: 0.49 -4.86 4.30
H: -1.06 -2.68 3.97
H: -0.10 -1.15 2.06
H: -2.30 -2.29 0.85
H: -2.27 -2.23 -1.15
H: -3.36 -1.56 -0.02
H: -4.19 0.52 1.78
H: -2.84 0.92 2.86
H: -3.09 -0.83 2.46
H: -0.87 3.51 1.38
H: -2.74 3.03 1.84
H: -1.33 2.62 2.68



# CH3NO

One molecule with the formula CH3NO at a distorted geometry (ωB97M-V with the def2-TZVPD basis set, OMol25).

SMILES: C=NO
calculated total energy: -4620.160 eV
2S+1: 1
orbital gap: 10.7 eV
ΔE to the lowest compared entry with this formula, charge and spin: 3.261 eV

Cartesian coordinates (Å):
C: -0.80 -0.06 -0.10
N: 0.29 -0.72 -0.05
O: 1.51 -0.23 -0.09
H: -0.79 1.05 -0.16
H: -1.70 -0.83 0.14
H: 1.49 0.79 0.26



# C10H16

A 2-piece molecular cluster, C10H16 overall at a distorted geometry (ωB97M-V with the def2-TZVPD basis set, OMol25).

SMILES: Cc1ccccc1.CCC
calculated total energy: -10629.096 eV
2S+1: 1
orbital gap: 10.1 eV
ΔE to the lowest compared entry with this formula, charge and spin: 0.647 eV

Cartesian coordinates (Å):
C: -0.10 -0.83 -2.59
C: 0.75 -0.10 -1.58
C: 0.89 1.30 -1.69
C: 1.77 1.94 -0.84
C: 2.40 1.22 0.17
C: 2.21 -0.13 0.34
C: 1.37 -0.79 -0.57
H: -0.74 -1.59 -2.15
H: 0.53 -1.29 -3.31
H: -0.80 -0.17 -3.11
H: 0.38 1.67 -2.58
H: 1.93 3.00 -0.86
H: 3.02 1.82 0.83
H: 2.55 -0.65 1.22
H: 1.10 -1.82 -0.45
C: -0.59 0.26 2.21
C: -1.43 -0.91 1.62
C: -2.65 -0.47 0.81
H: 0.31 0.40 1.60
H: -0.27 -0.02 3.21
H: -1.15 1.19 2.20
H: -0.74 -1.59 1.12
H: -1.77 -1.49 2.46
H: -2.49 -0.49 -0.26
H: -3.55 -1.03 1.09
H: -2.93 0.55 1.11